ORCA calculation (ωB97M-V with the def2-TZVPD basis set) on a structure of composition C11H14ClEuN2O6Tm in a non-equilibrium geometry.

```
36
Properties=species:S:1:pos:R:3:forces:R:3
Tm 0.2705 0.0601 0.4525 -1.15 -1.35 -1.26
Cl -0.3950 2.2025 -1.0884 0.31 0.09 0.04
C -1.9953 -0.2409 0.7309 -0.16 -0.05 0.41
H -1.9552 -0.7259 1.7428 -0.50 0.24 -0.58
H -2.5677 -0.8699 0.0134 0.31 0.39 0.52
H -2.4405 0.7764 0.8277 0.03 -0.70 0.05
Eu 0.4678 0.3338 -2.8322 -0.54 -0.54 0.15
C 2.7621 0.8894 -3.3382 -0.73 -0.31 0.14
C -0.9962 0.0615 -4.7179 0.51 0.04 0.51
C 0.3786 -1.5645 -1.3892 0.56 2.17 -0.16
H -1.1980 -1.0014 -4.4491 -0.14 0.85 -0.61
H -1.6860 0.8664 -4.3693 0.33 -0.74 -0.76
H -0.1439 0.2973 -5.3978 -1.09 -0.19 0.01
H 3.1793 -0.0369 -2.8875 0.25 0.85 -0.48
H 2.5222 0.8948 -4.4253 0.80 0.18 0.63
H 2.7695 1.8454 -2.7694 0.50 -0.65 -0.62
H -0.5101 -2.2167 -1.5916 1.34 -0.13 0.35
H 1.4866 -1.8119 -1.3736 -1.12 -0.90 -0.21
O 1.1203 -0.7827 2.3312 -0.41 1.53 1.72
C 0.6410 0.2623 2.9546 -0.51 0.54 -1.56
O 0.1424 1.2358 2.2678 0.93 -0.33 0.41
C 0.4965 0.4840 4.3924 0.35 -0.76 0.60
C -0.2687 1.5893 4.8116 -0.21 0.32 0.08
C -0.4461 1.7539 6.1978 1.09 -1.61 -0.21
C 0.1287 0.8490 7.1053 -0.59 0.84 0.00
C 0.8867 -0.2281 6.6275 0.68 -1.07 1.17
C 1.0805 -0.4247 5.2569 -0.32 0.47 -0.86
N 1.4641 -1.1650 7.5272 -0.66 1.09 -0.79
O 1.2866 -1.0104 8.7515 -0.20 0.22 0.93
O 2.1322 -2.1143 7.0681 0.30 -0.39 -0.41
N -1.2359 2.8361 6.6829 -1.20 1.70 0.94
O -1.7441 3.6327 5.8674 0.77 -1.18 1.00
O -1.3985 2.9605 7.9155 0.21 -0.16 -1.48
H -0.7219 2.2824 4.1000 0.27 -0.44 0.37
H -0.0180 0.9770 8.1748 0.08 -0.09 -0.31
H 1.6478 -1.2537 4.8502 -0.10 0.08 0.28
```
Positions in Å, forces in eV/Å.

The charge is -2. The strongest force on any atom is 2.34 eV Å⁻¹. The HOMO energy (spin up / spin down) comes out at -0.0218 / -0.0704 Ha. For the lowest unoccupied orbital energy (spin up / spin down), the calculation gives 3.807 / 4.059 eV. Its gap between HOMO and LUMO (spin up / spin down) is 4.4002 / 5.9750 eV. As for the total energy: -3243.9729 Ha. The multiplicity is 10.

Mulliken atomic charge list, values in e, 2 entries: 0.51, -0.58